No. 1
DFT (ωB97M-V/def2-TZVPD) results for a molecular structure, C23H40NO2P3Tc.

## Properties
Orbital gap (alpha / beta), eV: 5.28 / 2.86
E_tot, Eh: -2208.87903
LUMO (alpha / beta), eV: -12.836 / -15.046

Structure (ORCA input):
```
! RIJCOSX wB97M-V def2-TZVPD def2/J DEFGRID3
* xyz 4 4
P -1.1549 0.9322 -3.8544
C -2.6706 0.0060 -4.3469
H -2.6723 -0.3573 -5.3889
H -3.5461 0.6595 -4.1946
H -2.7818 -0.8542 -3.6783
C -0.8727 2.0861 -5.2656
H 0.1910 2.3476 -5.2743
H -1.4399 3.0081 -5.0684
H -1.1534 1.7027 -6.2580
C 0.0791 -0.3295 -4.3419
H -0.1778 -0.8290 -5.2859
H 0.1150 -1.0657 -3.5320
H 1.0527 0.1622 -4.4333
P 3.2262 -3.9610 1.5757
C 1.8966 -5.1087 2.0678
H 2.2781 -6.0955 2.2247
H 1.1421 -5.0893 1.2585
H 1.3822 -4.7387 2.9540
C 4.1578 -4.7184 0.2370
H 4.9575 -4.0092 -0.0478
H 3.4752 -4.8037 -0.6240
H 4.5501 -5.6755 0.5303
C 4.2751 -3.7169 3.0154
H 4.7183 -4.6483 3.3158
H 3.6384 -3.2910 3.7995
H 5.0397 -2.9597 2.7488
P -1.8028 3.4341 1.9015
C -3.1311 3.1935 3.2032
H -2.9838 3.6416 4.2022
H -3.1439 2.0982 3.3472
H -4.1224 3.4792 2.8211
C -0.3568 3.4682 3.0319
H -0.5279 3.9390 4.0096
H 0.4418 3.9723 2.4868
H -0.1114 2.4131 3.1727
C -1.8280 5.2644 1.4988
H -1.7126 5.9885 2.3233
H -2.7348 5.5170 0.9245
H -0.9717 5.3968 0.8143
Tc 1.9699 0.6439 0.0840
C 0.9712 -1.0166 -0.5986
O 0.4580 -1.9695 -1.0127
C 1.2865 0.0273 1.9567
O 0.9208 -0.3408 2.9878
C 3.5401 1.7632 0.8704
C 2.7320 2.6008 0.0920
C 2.3960 2.2351 -1.2025
C 2.8962 1.0593 -1.7656
C 3.6962 0.2099 -0.9883
C 4.0185 0.5636 0.3118
H 3.7428 2.0043 1.9194
H 2.3506 3.5210 0.5201
H 1.7215 2.8545 -1.7837
H 2.5974 0.7774 -2.7701
H 3.9274 -0.7627 -1.3680
H 4.5370 -0.1292 0.9826
N -2.1068 0.5516 -0.2184
C -2.9793 -0.4194 0.1537
C -4.0112 -0.8195 -0.7296
C -4.9553 -1.7621 -0.3184
C -4.8776 -2.3289 0.9662
C -3.8318 -1.9571 1.8334
C -2.8806 -1.0287 1.4255
H -2.0643 0.9073 -1.1595
H -1.5151 1.0150 0.4703
H -4.0705 -0.3643 -1.7181
H -5.7568 -2.0574 -1.0017
H -5.6262 -3.0619 1.2889
H -3.7680 -2.4028 2.8296
H -2.0387 -0.7719 2.0720
*
```

***

No. 2
DFT (ωB97M-V/def2-TZVPD) results for 9 unconnected molecules or ions with the total composition C23H41BF4N11O3.

## Properties
Orbital gap, eV: 8.29
E_tot, Eh: -2153.81519
LUMO, eV: 2.182

Structure (ORCA input):
```
! RIJCOSX wB97M-V def2-TZVPD def2/J DEFGRID3
* xyz -1 1
B 18.0572 -17.3504 -14.4687
F 17.5712 -17.3596 -15.7986
F 17.0158 -17.6422 -13.5856
F 19.0781 -18.3092 -14.3399
F 18.6198 -16.0929 -14.2140
C 21.8708 -16.6484 -12.3402
O 22.9952 -16.5660 -11.8381
N 21.3985 -15.6946 -13.1871
N 21.0767 -17.7212 -12.1262
H 21.9439 -14.8719 -13.3555
H 20.5202 -15.7854 -13.6852
H 20.1343 -17.7939 -12.4545
H 21.5354 -18.4673 -11.6367
C 18.0479 -20.5155 -11.4381
O 18.1892 -21.1942 -10.4254
N 17.4589 -19.2806 -11.4342
N 18.5262 -20.8926 -12.6560
H 17.5242 -18.6692 -12.2476
H 17.1094 -18.8850 -10.5840
H 19.0317 -21.7512 -12.7594
H 18.4104 -20.3175 -13.4693
C 20.9830 -17.6587 -17.1765
O 21.9154 -17.6228 -17.9732
N 19.6649 -17.9048 -17.4522
N 21.1125 -17.3330 -15.8524
H 19.4427 -18.1962 -18.3874
H 18.9575 -17.6448 -16.7677
H 21.9654 -16.9290 -15.5158
H 20.3809 -17.7044 -15.2589
C 13.8672 -16.5469 -11.7536
C 12.7470 -15.7649 -12.3971
C 12.1653 -16.4294 -13.6718
C 12.1970 -17.9014 -13.6815
N 12.1951 -19.0496 -13.7032
H 13.9448 -16.2612 -10.7007
H 14.8151 -16.3159 -12.2379
H 13.6868 -17.6190 -11.6811
H 13.0752 -14.7744 -12.7227
H 11.9393 -15.4801 -11.7181
H 12.7586 -16.0468 -14.5028
H 11.1396 -16.1365 -13.8976
C 14.3508 -21.4610 -15.2292
C 15.0859 -20.1302 -15.4309
C 16.1576 -20.1587 -16.5393
C 15.7837 -20.9402 -17.7073
N 15.5249 -21.5805 -18.6228
H 14.9759 -22.3310 -15.0004
H 13.8453 -21.7611 -16.1490
H 13.6370 -21.4164 -14.4081
H 15.4115 -19.7159 -14.4781
H 14.3025 -19.4587 -15.7880
H 17.0869 -20.5654 -16.1321
H 16.3617 -19.1200 -16.7964
N 15.4010 -16.4594 -17.2558
C 14.9714 -16.1421 -18.4990
C 13.6029 -16.3013 -18.5472
C 13.2320 -16.7800 -17.2646
C 14.3458 -16.8387 -16.4614
H 16.3254 -16.3212 -16.8783
H 15.6511 -15.7137 -19.2173
H 12.9757 -15.9455 -19.3469
H 12.2518 -17.0791 -16.9207
H 14.4764 -17.0422 -15.4129
N 18.1571 -14.3312 -16.3518
C 17.0338 -13.6291 -16.6981
C 17.1138 -13.2486 -18.0119
C 18.3995 -13.6529 -18.4532
C 18.9860 -14.3371 -17.4191
H 18.3226 -14.6837 -15.4190
H 16.2421 -13.5059 -15.9746
H 16.3059 -12.8048 -18.5695
H 18.7613 -13.5004 -19.4574
H 19.9506 -14.8184 -17.3544
N 22.7964 -21.4065 -14.1828
C 22.2704 -20.4766 -15.0504
C 23.0171 -20.4958 -16.2147
C 23.9874 -21.5040 -16.0829
C 23.8697 -21.9999 -14.8122
H 22.5606 -21.4655 -13.2112
H 21.4264 -19.9147 -14.6827
H 22.8588 -19.8159 -17.0378
H 24.7383 -21.6666 -16.8380
H 24.5062 -22.6616 -14.2453
*
```

***

No. 3
DFT (ωB97M-V/def2-TZVPD) results for a molecular structure, C23H41LuNO2P2.

## Properties
Orbital gap (alpha / beta), eV: 4.10 / 3.86
E_tot, Eh: -3023.93211
LUMO (alpha / beta), eV: -3.241 / -3.156

Structure (ORCA input):
```
! RIJCOSX wB97M-V def2-TZVPD def2/J DEFGRID3
* xyz 1 1
Lu 1.1742 0.9772 1.6942
C 2.5833 1.6669 -0.2730
C 1.5900 2.6823 -0.0617
C 2.9451 2.6008 1.8063
C 3.4219 1.6377 0.8793
C 1.7889 3.2339 1.2403
C 2.9877 1.1385 -1.5948
H 2.1422 0.7360 -2.1599
H 3.7227 0.3296 -1.5082
H 3.4406 1.9154 -2.2316
C 4.7385 0.9751 0.9566
H 5.1006 0.7304 -0.0426
H 4.6889 0.0516 1.5454
H 5.4857 1.6331 1.4195
C 3.6721 2.9452 3.0529
H 4.7371 3.1309 2.8271
H 3.6253 2.1309 3.7941
H 3.2752 3.8697 3.4967
C 1.0101 4.3346 1.8591
H 1.5868 5.2651 1.9291
H 0.6841 4.0836 2.8771
H 0.1282 4.5476 1.2508
C 0.7021 3.2308 -1.1179
H 0.7355 4.3336 -1.1285
H -0.3513 2.9357 -0.9761
H 1.0250 2.8908 -2.1141
C 0.9211 -2.3652 -2.1736
C 1.0073 -1.2409 -2.9031
C -0.0943 -0.2287 -3.0238
C -1.5460 -0.7939 -2.9570
C -2.2450 -0.9800 -1.5583
C -1.4883 -0.3364 -0.3809
C -0.0516 -0.9269 -0.1925
C 0.1122 -2.3413 -0.9117
H 0.0409 0.3161 -3.9868
H -1.6055 -1.6557 -3.6411
H 0.0030 0.5944 -2.2817
H -0.8829 -2.7485 -1.2246
H 1.5571 -3.2350 -2.3373
H 1.9321 -1.0192 -3.4645
H 0.4552 -3.0649 -0.1538
H 0.6757 -0.1882 -0.5897
H -1.4736 0.7783 -0.5437
H 0.2244 -1.0913 0.8778
H -2.1576 -0.0210 -3.4625
H -3.2254 -0.4517 -1.6670
P -2.7097 -2.5845 -0.8450
C -2.5058 -4.4085 -0.9002
C -4.2571 -2.4952 -1.8549
P -2.3909 -0.5877 1.2868
C -2.8552 -2.3456 0.9696
C -4.0354 0.1790 1.1019
C -1.9332 -0.5039 3.0299
H -2.1789 -4.8543 0.0496
H -1.8349 -4.7222 -1.7065
H -3.4783 -4.8624 -1.1193
H -4.8665 -3.4017 -1.7641
H -3.8944 -2.4228 -2.8948
H -4.8800 -1.6086 -1.6376
H -2.5585 -1.2194 3.5902
H -2.1272 0.5146 3.4059
H -0.8789 -0.7922 3.1881
H -2.1939 -3.0175 1.5611
H -3.8970 -2.5111 1.3397
H -4.1048 1.0194 1.8024
H -4.8231 -0.5601 1.3048
H -4.2010 0.5573 0.0878
O 2.9619 -1.2233 3.9842
N 2.4401 -0.4254 3.2704
O 2.4033 -0.7310 1.9056
*
```

***

No. 4
DFT (ωB97M-V/def2-TZVPD) results for a molecular structure, C23H41N2P3STb.

## Properties
Orbital gap (alpha / beta), eV: 2.32 / 2.84
E_tot, Eh: -3256.12472
LUMO (alpha / beta), eV: -11.574 / -11.055

Structure (ORCA input):
```
! RIJCOSX wB97M-V def2-TZVPD def2/J DEFGRID3
* xyz 3 7
Tb -0.9572 -0.1279 0.8429
P -3.0543 -0.2801 -1.0124
P -0.2781 -2.8874 0.5454
P 0.5328 -0.0458 -1.5785
H 0.6424 1.3400 2.5033
C 0.5917 1.6968 1.4571
C -0.5432 2.2966 0.9413
H -1.4397 2.4952 1.5570
C -4.7435 -0.1336 -0.3231
C -3.3748 -1.7203 -2.1083
C -3.1156 1.1514 -2.1683
C 1.2998 -3.1815 1.4477
C -1.3801 -4.0791 1.3971
C 0.0024 -3.8110 -1.0166
C 0.8809 1.6605 -2.1591
C 0.0895 -0.8227 -3.1745
C 2.2362 -0.6892 -1.3366
H 1.5642 1.7157 0.9467
H -0.5556 2.8141 -0.0286
H -4.8343 0.7725 0.2853
H -4.9651 -1.0016 0.3072
H -5.4656 -0.1020 -1.1482
H -3.4842 -2.6204 -1.4894
H -2.5547 -1.8802 -2.8180
H -4.3090 -1.5692 -2.6676
H -3.0407 2.0775 -1.5825
H -4.0741 1.1517 -2.7055
H -2.2922 1.1260 -2.8938
H 1.5124 -4.2598 1.4901
H 1.2064 -2.7935 2.4707
H 2.1295 -2.6676 0.9451
H -0.9784 -5.0927 1.2665
H -2.3744 -4.0367 0.9397
H -1.4670 -3.8446 2.4634
H 0.2001 -4.8652 -0.7745
H 0.8533 -3.4142 -1.5828
H -0.9032 -3.7594 -1.6359
H 1.5851 1.6156 -3.0015
H 1.3171 2.2628 -1.3537
H -0.0508 2.1389 -2.4854
H 0.9199 -0.6716 -3.8796
H -0.8178 -0.3638 -3.5888
H -0.0879 -1.8982 -3.0501
H 2.8480 -0.4322 -2.2128
H 2.2356 -1.7774 -1.1953
H 2.6827 -0.2272 -0.4461
C 5.5895 3.1774 -1.0863
C 6.8810 2.8388 -0.6433
C 7.6568 3.7849 0.0319
C 7.1611 5.0758 0.2538
C 5.8897 5.4253 -0.2168
C 5.1092 4.4856 -0.8934
S 4.5552 2.0129 -1.8661
H 5.3596 0.9249 -1.7586
H 7.2509 1.8332 -0.8305
H 8.6521 3.5148 0.3888
H 7.7659 5.8107 0.7913
H 5.4981 6.4305 -0.0584
H 4.1214 4.7406 -1.2731
N -7.0167 0.3640 2.6530
C -5.9384 -0.0022 2.9329
C -4.6056 -0.4808 3.2273
C -4.4151 -1.7354 3.8213
C -3.1151 -2.1831 4.0356
C -2.0501 -1.4196 3.5511
N -2.2570 -0.3030 2.8028
C -3.4995 0.2640 2.8130
H -5.2802 -2.3315 4.1194
H -2.9155 -3.1270 4.5442
H -1.0050 -1.6581 3.7912
H -3.5807 1.2981 2.4798
*
```

***

No. 5
DFT (ωB97M-V/def2-TZVPD) results for a molecular structure, C23H41N2P3STb.

## Properties
Orbital gap (alpha / beta), eV: 5.15 / 6.96
E_tot, Eh: -3256.02603
LUMO (alpha / beta), eV: -11.479 / -9.671

Structure (ORCA input):
```
! RIJCOSX wB97M-V def2-TZVPD def2/J DEFGRID3
* xyz 3 7
Tb 0.8548 0.5126 -0.8639
P -1.5927 -1.1297 -0.2007
P 1.9083 -1.7964 0.2763
P 0.2603 -1.6958 -2.9708
H 0.1631 4.3721 0.1861
C -0.6852 4.6427 -0.4902
C -1.7679 3.8863 -0.7171
H -2.4782 3.5596 0.0638
C -2.5604 -0.9014 1.3358
C -1.3639 -2.9417 0.0176
C -3.0160 -1.1552 -1.3749
C 3.6757 -1.3076 0.2652
C 1.7068 -2.2128 2.0341
C 2.0734 -3.4730 -0.4424
C -0.8609 -0.9373 -4.2120
C -0.3817 -3.4286 -3.1889
C 1.7637 -1.9282 -4.0174
H -0.5988 5.6213 -1.0066
H -2.0618 3.5216 -1.7220
H -2.9967 0.0978 1.3763
H -1.9004 -1.0355 2.1961
H -3.3531 -1.6522 1.3917
H -0.6059 -3.1376 0.7838
H -1.0585 -3.4118 -0.9190
H -2.3103 -3.3977 0.3373
H -3.3006 -0.1185 -1.5963
H -3.8745 -1.6636 -0.9081
H -2.7733 -1.6682 -2.3139
H 4.2565 -2.1873 0.5637
H 3.8566 -0.4878 0.9699
H 3.9925 -1.0041 -0.7413
H 2.3388 -3.0694 2.2915
H 0.6759 -2.4789 2.2758
H 1.9804 -1.3712 2.6732
H 2.7504 -4.0426 0.2040
H 2.5008 -3.4323 -1.4498
H 1.1182 -4.0063 -0.4852
H -0.3204 -0.7548 -5.1473
H -1.2354 0.0127 -3.8175
H -1.7247 -1.5873 -4.3905
H -0.2799 -3.7348 -4.2434
H -1.4357 -3.5272 -2.9236
H 0.1624 -4.1616 -2.5889
H 1.6374 -1.4149 -4.9771
H 1.9335 -3.0045 -4.1530
H 2.6346 -1.4882 -3.4976
C 2.0180 3.2987 -3.7305
C 3.3181 3.1364 -4.2679
C 3.5464 3.5586 -5.5701
C 2.5486 4.2386 -6.2929
C 1.4153 4.6981 -5.5988
C 1.1587 4.2896 -4.2940
S 1.5147 2.2470 -2.4865
H 0.9544 2.7237 -1.2318
H 4.1077 2.6246 -3.7076
H 4.4976 3.3043 -6.0487
H 2.6465 4.3961 -7.3522
H 0.7223 5.3464 -6.1170
H 0.3239 4.7023 -3.7401
N -3.4746 1.5292 4.0312
C -2.3555 1.5491 3.6831
C -0.9883 1.5343 3.2445
C 0.0422 1.1646 4.1231
C 1.3455 1.2412 3.6337
C 1.5618 1.4748 2.2672
N 0.5347 1.5310 1.3718
C -0.6753 1.8193 1.9148
H -0.1698 0.8811 5.1630
H 2.2116 1.1391 4.3025
H 2.5666 1.6426 1.8480
H -1.3769 2.2707 1.2199
*
```

***

No. 6
DFT (ωB97M-V/def2-TZVPD) results for C23H41N5O5S in the gas phase.

## Properties
Orbital gap, eV: 8.89
E_tot, Eh: -1949.01614
LUMO, eV: 0.147

Structure (ORCA input):
```
! RIJCOSX wB97M-V def2-TZVPD def2/J DEFGRID3
* xyz 0 1
C 1.9322 -0.4687 -2.9724
C 1.6797 0.7373 -2.4229
C 1.0016 1.0022 -1.0384
C 1.3584 -0.1381 -0.0071
C 2.7309 0.0231 0.7495
C 3.8867 -0.7326 -0.0539
O 4.4888 0.0866 -1.0563
C 5.0156 -1.0800 1.0309
N 5.6459 -2.3912 0.7289
O 0.1462 -0.1796 0.7968
C -0.8694 0.8393 0.5402
C -0.4535 2.0606 1.4453
C -0.4117 1.7921 2.9949
C 0.9423 1.1280 3.4993
C -2.2003 0.1060 0.9265
C -2.0668 -0.9303 2.1063
C -2.0241 -2.4371 1.6571
C -1.6295 -3.2819 2.9547
S -0.5272 -4.6670 2.5037
O 0.5774 -4.1894 1.6602
O 0.0639 -5.2507 3.7003
O -1.4097 -5.7552 1.6585
C -0.5999 1.2280 -0.9961
C -0.6963 2.7409 -1.4341
C -2.1479 3.3943 -1.4477
N -2.0306 4.7188 -0.7590
N -3.1882 2.6709 -0.7241
N -2.6823 3.6919 -2.8066
C -1.1714 0.2513 -2.1021
C -1.0820 -1.1783 -1.8456
C -1.6013 -2.0758 -2.8793
C -2.1244 -1.4640 -4.1025
C -2.1050 -0.0174 -4.1663
N -1.6640 0.8474 -3.2163
H 2.7053 -0.5646 -3.7768
H 1.4604 -1.4293 -2.6557
H 2.0304 1.6352 -2.9901
H 1.4811 1.9604 -0.6882
H 1.3399 -1.1768 -0.4480
H 2.5988 -0.4147 1.7652
H 2.9548 1.1290 0.7674
H 3.4733 -1.6786 -0.4905
H 4.9786 0.8117 -0.6298
H 4.5915 -1.0635 2.0726
H 5.8113 -0.2933 1.0059
H 6.3264 -2.2218 -0.0118
H 4.9339 -3.0459 0.3955
H -1.2253 2.8705 1.2842
H 0.5262 2.5245 1.1630
H -1.3048 1.2657 3.4085
H -0.4143 2.8119 3.4819
H 1.0876 1.2323 4.6003
H 0.8630 0.0207 3.2969
H 1.8197 1.4806 2.9054
H -2.7206 -0.4076 0.0823
H -2.9129 0.9018 1.2874
H -1.2138 -0.7446 2.7992
H -2.9981 -0.8141 2.7367
H -3.0144 -2.8091 1.3050
H -1.1838 -2.5766 0.9367
H -2.5377 -3.6173 3.5281
H -1.0426 -2.6628 3.6876
H -1.2796 -5.5441 0.7125
H -0.2928 2.8332 -2.4830
H -0.0396 3.4207 -0.8252
H -2.9877 5.0827 -0.6642
H -1.5823 5.3714 -1.4103
H -3.0978 2.7723 0.2821
H -3.2925 1.7041 -1.0219
H -3.3651 2.9562 -3.0150
H -1.9506 3.6462 -3.5170
H -0.6741 -1.6566 -0.9359
H -1.5997 -3.1822 -2.7993
H -2.5247 -2.0494 -4.9596
H -2.5113 0.4406 -5.1047
*
```

***

Question: Which of these has the highest E_tot?
Answer: C23H41N5O5S

***

Question: What is the E_tot in the second record?
Answer: -2153.81519 Eh

***

Question: The highest E_tot belongs to which entry?
Answer: C23H41N5O5S

***

Question: Which formula does entry 4 have?
Answer: C23H41N2P3STb